(1)
Here is the ion C8H14N3O3 with charge +1 at a distorted geometry from OMol25. Energies are from the ωB97M-V functional and the def2-TZVPD basis.

As for the HOMO energy (spin up / spin down): -10.598 / -10.723 eV. For the total energy, the calculation gives -19124.58636 eV. The HOMO-LUMO gap (spin up / spin down) comes out at 6.748 / 6.710 eV. The LUMO energy (spin up / spin down) is -3.85 / -4.01 eV. Its maximum force is 4.5 eV Å⁻¹. Its charge is +1.

Last column: Mulliken charge in e.
CARTESIAN COORDINATES (ANGSTROEM)
C: 2.2744 -1.2237 0.3368  0.22
C: -2.1461 0.1148 0.2520  0.62
C: 0.3158 2.2768 -0.1419  -0.56
C: 1.3386 1.5587 -0.9618  -0.71
C: -0.1351 1.2132 0.9067  -1.22
C: 2.4334 1.1764 -0.0331  -0.21
C: -0.2339 -1.0719 -0.1574  -0.32
C: -4.0785 -1.0865 -0.3297  -0.66
N: 1.0527 -1.5228 -0.2914  -0.01
N: -0.7413 0.0492 0.3783  0.18
N: 3.1054 -2.3048 0.4615  -0.51
O: -2.7113 1.1670 0.4003  -0.52
O: 2.8288 0.0289 0.3507  -0.28
O: -2.6515 -1.0793 -0.0744  -0.41
H: 0.4701 3.1944 0.4871  0.32
H: -0.6337 2.5002 -0.6161  0.45
H: 0.9194 0.7450 -1.3874  0.49
H: 1.6948 2.2611 -1.7782  0.31
H: 0.8014 0.8711 1.2249  0.63
H: -0.9188 1.5299 1.5775  0.51
H: 2.9808 2.0879 0.3767  0.33
H: -0.9768 -1.5192 -0.6725  0.71
H: -4.4548 -0.1515 0.1940  0.30
H: -4.3731 -1.9784 0.1568  0.26
H: -4.0840 -1.0911 -1.4352  0.31
H: 1.1150 -2.3982 -0.7580  0.32
H: 2.7493 -3.1276 1.0819  0.25
H: 4.0587 -2.2197 0.4517  0.21

***

(2)
Here is a structure of composition C22H22BN12O2OsS at a distorted geometry from OMol25. Energies are from the ωB97M-V functional and the def2-TZVPD basis.

As for the HOMO energy (spin up / spin down): -13.930 / -13.930 eV. For the total energy, the calculation gives -59112.93696 eV. The HOMO-LUMO gap (spin up / spin down) comes out at 4.672 / 4.757 eV. The LUMO energy (spin up / spin down) is -9.26 / -9.17 eV. Its maximum force is 2.8 eV Å⁻¹. As for the spin multiplicity: 2. Its charge is +2.

Last column: Mulliken charge in e.
CARTESIAN COORDINATES (ANGSTROEM)
Os: 0.9057 0.0434 -0.1633  1.95
C: -2.3194 -2.6711 -1.1438  -1.27
C: -1.2175 -1.8995 -1.4933  -0.21
N: -0.6575 -1.3836 -0.3972  -0.79
N: -1.3781 -1.8362 0.6770  0.60
C: -2.3831 -2.6117 0.2356  0.09
B: -0.7584 -1.4632 2.0182  0.38
N: 0.7506 -1.9120 2.0527  0.69
C: 1.4671 -2.7137 2.8510  0.02
C: 2.8192 -2.5298 2.5982  -1.22
C: 2.8720 -1.5634 1.6059  0.04
N: 1.6202 -1.2065 1.2746  -0.53
N: -0.7140 0.0743 2.2241  0.58
C: -1.2261 0.9044 3.1437  -0.22
C: -0.6379 2.1477 3.0313  -1.29
C: 0.2178 2.0382 1.9581  -0.06
N: 0.1785 0.7760 1.4891  -0.44
N: -1.4376 -2.0970 3.2496  0.34
C: -1.1459 -1.8460 4.5259  -0.23
C: -1.9595 -2.6867 5.3239  -1.10
C: -2.7088 -3.4096 4.3658  -0.29
N: -2.4209 -3.0826 3.1369  -1.03
H: -2.9784 -3.2096 -1.8010  0.46
H: -0.8045 -1.6695 -2.4615  0.60
H: -3.0648 -3.0838 0.9210  0.56
H: 0.9876 -3.3755 3.5537  0.53
H: 3.6470 -3.0294 3.0692  0.46
H: 3.7157 -1.1235 1.1004  0.45
H: -1.9784 0.5609 3.8350  0.70
H: -0.8505 3.0322 3.6038  0.48
H: 0.8370 2.7855 1.4951  0.37
H: -0.4000 -1.1313 4.8383  0.63
H: -1.9609 -2.7451 6.3988  0.46
H: -3.4565 -4.1684 4.5415  0.46
C: -3.8949 3.4483 -1.5025  -0.89
N: -2.7353 2.5842 -1.7435  0.08
C: -2.5140 2.0317 -2.9512  0.33
C: -1.4250 1.2637 -3.2021  -1.45
C: -0.5326 1.1122 -2.1187  1.12
O: 0.5946 0.3902 -2.1473  -0.79
N: -0.7488 1.6098 -0.9373  -0.07
C: -1.8678 2.3782 -0.6658  -0.03
O: -2.0950 2.8756 0.4141  -0.60
H: -4.4955 3.4592 -2.4069  0.31
H: -3.5619 4.4557 -1.2636  0.33
H: -4.4760 3.0615 -0.6697  0.33
H: -3.2603 2.2350 -3.7069  0.41
H: -1.2367 0.8295 -4.1706  0.54
C: 4.1452 -0.6194 -4.4135  -1.15
C: 3.8444 0.6186 -3.6378  0.80
C: 3.9321 1.8993 -4.1800  -0.58
C: 3.6184 2.9843 -3.3852  -0.42
N: 3.2515 2.8396 -2.1047  -0.55
C: 3.2010 1.5827 -1.7260  0.86
S: 2.6928 1.3769 -0.0086  -0.26
N: 3.4532 0.4572 -2.3626  -0.36
H: 4.6047 -0.3940 -5.3727  0.40
H: 3.2206 -1.1717 -4.5905  0.27
H: 4.8082 -1.2633 -3.8373  0.32
H: 4.2475 2.0434 -5.2036  0.42
H: 3.6701 3.9977 -3.7637  0.46

***

(3)
Here is a cluster of 2 separate species, C14H16O in total at a distorted geometry from OMol25. Energies are from the ωB97M-V functional and the def2-TZVPD basis.

As for the HOMO energy: -8.425 eV. For the total energy, the calculation gives -16823.88311 eV. The HOMO-LUMO gap comes out at 9.294 eV. The LUMO energy is 0.87 eV. Its maximum force is 2.5 eV Å⁻¹. Its charge is 0. The SMILES is Cc1ccc(O)cc1.Cc1ccccc1.

Last column: Mulliken charge in e.
CARTESIAN COORDINATES (ANGSTROEM)
C: 2.5442 -0.6911 -2.0820  -1.43
C: 1.0238 -0.6611 -2.0429  0.79
C: 0.2622 -1.7930 -2.4260  -0.67
C: -1.0948 -1.7954 -2.2447  -0.24
C: -1.7794 -0.5774 -1.9811  0.00
O: -3.1382 -0.7416 -2.0768  -0.53
C: -1.0056 0.4728 -1.5316  -0.42
C: 0.3689 0.4195 -1.5418  -0.31
H: 2.9770 0.2893 -2.1991  0.36
H: 3.0437 -1.4130 -2.7373  0.40
H: 2.8585 -1.1640 -1.1369  0.24
H: 0.8065 -2.6834 -2.7355  0.34
H: -1.5970 -2.7526 -2.3082  0.42
H: -3.6272 -0.2257 -2.7199  0.33
H: -1.4989 1.3565 -1.1132  0.38
H: 0.8791 1.2314 -1.0488  0.35
C: 1.2821 -1.4651 2.1380  -1.57
C: 0.8444 0.0048 2.2066  1.17
C: -0.4952 0.0605 2.6368  -0.58
C: -1.1570 1.2829 2.6815  -0.37
C: -0.4409 2.4636 2.4305  -0.56
C: 0.8738 2.4251 2.0752  -0.31
C: 1.5758 1.1684 2.0962  -0.67
H: 0.9589 -1.9904 3.0288  0.41
H: 2.3163 -1.6330 1.8340  0.34
H: 0.6061 -1.9234 1.4048  0.34
H: -1.1670 -0.7879 2.7560  0.32
H: -2.1633 1.2405 3.0872  0.38
H: -1.0136 3.3875 2.4404  0.35
H: 1.4064 3.3651 1.9531  0.36
H: 2.6079 1.2295 1.8023  0.39

***

(4)
Here is a structure of composition C6H3Cl2CrLuNO3S at a distorted geometry from OMol25. Energies are from the ωB97M-V functional and the def2-TZVPD basis.

As for the HOMO energy (spin up / spin down): -23.002 / -23.002 eV. For the total energy, the calculation gives -111775.72440 eV. The HOMO-LUMO gap (spin up / spin down) comes out at 2.037 / 3.483 eV. The LUMO energy (spin up / spin down) is -20.97 / -19.52 eV. Its maximum force is 9.7 eV Å⁻¹. As for the spin multiplicity: 4. Its charge is +4.

Last column: Mulliken charge in e.
CARTESIAN COORDINATES (ANGSTROEM)
Cr: -0.1177 0.1349 -3.1713  0.21
Lu: 0.5929 0.2241 -0.0104  1.55
Cl: -0.5986 -1.5150 -1.5290  -0.13
Cl: -0.5867 1.8615 -1.5216  -0.15
C: 1.7525 2.1730 0.8049  0.30
C: 0.4041 -1.4254 -4.2771  0.69
C: 0.4558 1.5386 -4.4230  0.69
O: 2.1868 3.1870 1.1394  0.03
O: 0.8978 -2.4183 -4.6331  0.07
O: 0.9604 2.3876 -5.0522  0.07
S: -2.2935 -1.0625 3.1519  0.17
C: -0.6959 -1.4332 3.7700  -0.33
C: 0.2820 -0.8471 3.0255  -0.18
N: -0.2449 -0.1461 1.9080  -0.23
C: -1.6212 -0.1775 1.8581  -0.02
H: -0.5320 -2.0443 4.6479  0.45
H: 1.3596 -0.8398 3.1730  0.42
H: -2.2014 0.4023 1.1392  0.40

***

(5)
Here is an isolated molecule of C3H2Cl2N2 at a distorted geometry from OMol25. Energies are from the ωB97M-V functional and the def2-TZVPD basis.

As for the HOMO energy: -9.541 eV. For the total energy, the calculation gives -31167.58574 eV. The HOMO-LUMO gap comes out at 10.210 eV. The LUMO energy is 0.67 eV. Its maximum force is 2.5 eV Å⁻¹. Its charge is 0. The SMILES is Clc1c[nH]nc1Cl.

Last column: Mulliken charge in e.
CARTESIAN COORDINATES (ANGSTROEM)
Cl: -0.5689 2.2920 1.0517  -0.19
C: -0.2965 0.7605 0.3420  0.24
C: 0.8408 0.4714 -0.3280  -0.42
N: 0.7940 -0.8198 -0.6216  0.22
N: -0.3671 -1.3823 -0.2497  -0.70
C: -1.0441 -0.3902 0.3602  0.31
Cl: -2.7294 -0.5716 0.8790  -0.17
H: 1.7313 1.0572 -0.5470  0.42
H: 1.6400 -1.4172 -0.8865  0.28

***

(6)
Here is a cluster of 14 separate species, C14H56O14 in total at a distorted geometry from OMol25. Energies are from the ωB97M-V functional and the def2-TZVPD basis.

As for the HOMO energy: -9.778 eV. For the total energy, the calculation gives -44085.93206 eV. The HOMO-LUMO gap comes out at 9.960 eV. The LUMO energy is 0.18 eV. Its maximum force is 3.4 eV Å⁻¹. Its charge is 0.

Last column: Mulliken charge in e.
CARTESIAN COORDINATES (ANGSTROEM)
C: -23.8279 26.9336 -9.8848  -0.84
O: -22.7313 27.0290 -10.7962  0.05
H: -23.6118 27.3873 -8.9213  0.34
H: -24.7270 27.3648 -10.3296  0.24
H: -24.0615 25.8760 -9.7097  0.24
H: -22.0798 27.6593 -10.4013  0.25
C: -20.2839 22.1532 -9.2386  -0.48
O: -19.0475 22.6523 -9.6917  -0.53
H: -21.1674 22.5751 -9.7391  0.14
H: -20.3015 21.0817 -9.4366  0.29
H: -20.3807 22.2921 -8.1511  0.27
H: -19.0634 23.6131 -9.6475  0.24
C: -19.7976 29.4256 -8.9706  -0.53
O: -20.8037 29.0179 -9.7753  -0.43
H: -19.3409 28.5531 -8.5134  0.10
H: -19.0439 29.9821 -9.5286  0.10
H: -20.1845 30.0650 -8.1686  0.33
H: -20.9309 29.7751 -10.3895  0.33
C: -22.2113 24.1491 -12.8724  -0.59
O: -22.9511 25.3340 -13.1385  -0.65
H: -21.1246 24.2916 -12.9557  0.21
H: -22.4178 23.7544 -11.8681  0.23
H: -22.5226 23.4076 -13.6056  0.38
H: -22.7303 26.0034 -12.4582  0.30
C: -15.8339 30.9724 -14.5677  -0.22
O: -15.8734 32.2339 -15.1418  -0.52
H: -14.8030 30.6180 -14.4725  0.40
H: -16.3081 30.9089 -13.5800  -0.21
H: -16.3754 30.3006 -15.2288  0.28
H: -15.3122 32.8092 -14.6090  0.30
C: -19.0831 31.5024 -15.1630  -0.34
O: -20.3603 31.8546 -15.7609  -0.60
H: -19.0726 31.7182 -14.0804  0.09
H: -18.8456 30.4390 -15.2920  0.23
H: -18.3082 32.0735 -15.6635  0.25
H: -21.0820 31.5447 -15.1873  0.37
C: -16.1891 25.6751 -13.7351  -0.17
O: -15.2328 24.6889 -14.1545  -0.57
H: -16.1412 25.8903 -12.6675  0.11
H: -16.0625 26.5992 -14.3116  0.22
H: -17.1635 25.2558 -13.9662  0.12
H: -14.3439 24.9832 -13.9493  0.29
C: -19.1972 27.7048 -12.2620  0.59
O: -18.6149 26.5693 -11.7048  -0.31
H: -19.0431 28.6073 -11.6705  -0.33
H: -18.8022 27.8701 -13.2625  0.33
H: -20.2706 27.5256 -12.3633  -0.45
H: -19.2830 26.1059 -11.1376  0.29
C: -22.5364 29.5737 -13.4907  -0.45
O: -22.1424 30.9695 -13.6548  -0.67
H: -23.1567 29.1952 -14.3132  0.41
H: -21.6646 28.9430 -13.3947  -0.01
H: -23.1698 29.4356 -12.5913  0.31
H: -22.8914 31.4970 -13.9538  0.27
C: -20.7135 25.4651 -8.4923  -0.90
O: -20.4730 25.5207 -9.9006  0.13
H: -19.7767 25.6005 -7.9309  0.26
H: -21.4068 26.2159 -8.1225  0.25
H: -21.0195 24.4649 -8.1591  0.26
H: -21.2956 25.8691 -10.3264  -0.02
C: -16.5624 31.0000 -11.0465  -0.15
O: -15.9522 30.3216 -9.9471  -0.59
H: -17.2400 31.7861 -10.7013  0.20
H: -15.7707 31.4753 -11.6482  0.39
H: -17.0438 30.2994 -11.7420  -0.23
H: -16.4298 29.4890 -9.7870  0.37
C: -20.2273 32.7701 -11.3188  -0.83
O: -20.4321 31.3821 -11.4680  -0.31
H: -20.7788 33.1559 -10.4550  0.26
H: -19.1673 32.9767 -11.2638  0.23
H: -20.6623 33.3070 -12.1751  0.32
H: -21.0425 31.2860 -12.2277  0.29
C: -16.7144 26.9927 -8.5858  -0.42
O: -16.8056 27.5943 -9.8799  -0.44
H: -17.5873 26.3568 -8.3892  0.01
H: -15.8042 26.3992 -8.4431  0.26
H: -16.6896 27.7877 -7.8306  0.26
H: -17.3818 27.0381 -10.4589  0.33
C: -20.7159 25.6656 -16.1945  -0.69
O: -21.3321 26.5331 -15.2013  -0.38
H: -20.8940 24.6086 -15.9911  0.29
H: -21.0830 25.9008 -17.2019  0.26
H: -19.6375 25.8476 -16.1911  0.22
H: -22.0762 26.0594 -14.7970  0.34